[1]
9
Properties=species:S:1:pos:R:3:lowdin_charge:R:1 method="wB97M-V/def2-TZVPD" relative_energy_ev=0.651 smiles="C=C(Br)[Si](Cl)(Cl)Cl" gap_ev=9.95 e_homo_ev=-9.59
Cl -0.53 2.44 0.12 0.343
Cl -2.27 0.06 1.27 0.342
C 0.48 -0.62 -0.21 -0.825
Si -1.26 0.64 -0.36 -0.734
C 1.60 -0.31 0.50 -0.131
H 2.19 -1.16 0.70 0.014
H 1.74 0.79 0.65 0.050
Br 0.21 -2.51 -0.51 0.599
Cl -2.16 0.66 -2.16 0.342

=====

[2]
8
Properties=species:S:1:pos:R:3:lowdin_charge:R:1 method="wB97M-V/def2-TZVPD" relative_energy_ev=0.252 smiles=F[C@@H](Cl)[C@@H](F)Br gap_ev=11.23 e_homo_ev=-10.60
Cl -1.37 1.67 -0.35 0.715
F -1.07 0.93 2.05 0.007
H -0.92 -0.49 0.71 0.070
C 0.92 0.47 0.66 -0.708
Br 1.61 -1.28 1.32 0.650
H 1.02 0.31 -0.45 0.082
C -0.77 0.57 0.83 -0.809
F 1.51 1.46 1.29 -0.007

=====

[3]
9
Properties=species:S:1:pos:R:3:lowdin_charge:R:1 method="wB97M-V/def2-TZVPD" relative_energy_ev=2.382 gap_ev="5.64 / 8.58" e_homo_ev="-8.29 / -9.60"
N 0.83 -0.79 0.53 -0.139
C -0.37 -0.61 0.28 -0.278
H -1.72 0.07 -1.28 0.133
Cl -2.11 1.19 0.89 0.501
S 0.10 1.78 -1.08 0.612
C -0.99 0.60 -0.43 -1.175
Br 3.46 -0.58 -0.23 0.602
N 1.91 -0.17 0.72 -0.426
H -1.12 -1.49 0.61 0.170

=====

[4]
7
Properties=species:S:1:pos:R:3:lowdin_charge:R:1 method="wB97M-V/def2-TZVPD" relative_energy_ev=2.435 gap_ev="8.61 / 8.61" e_homo_ev="-11.01 / -11.01"
H 1.24 -0.75 0.14 0.031
Cl 1.82 1.32 -0.93 0.125
O -0.75 -2.09 -1.79 0.126
Br -1.74 -1.91 0.78 0.727
H -0.06 0.19 0.37 -0.030
C -0.62 -1.55 -0.80 -0.813
C 0.34 -0.41 -0.34 -0.166

=====

[5]
8
Properties=species:S:1:pos:R:3:lowdin_charge:R:1 method="wB97M-V/def2-TZVPD" relative_energy_ev=4.858 smiles="C=C(Br)[N+](=O)[O-]" gap_ev=8.95 e_homo_ev=-10.52
O -1.73 -1.43 0.17 0.030
C -0.16 0.21 -0.03 -0.308
Br -2.11 1.44 0.16 0.437
H 1.23 1.76 -0.30 0.053
O 0.36 -1.95 -0.11 0.089
C 1.03 0.78 -0.07 0.084
H 1.93 0.35 0.13 0.058
N -0.56 -1.16 0.06 -0.442

=====

[6]
8
Properties=species:S:1:pos:R:3:lowdin_charge:R:1 method="wB97M-V/def2-TZVPD" relative_energy_ev=5.510 smiles="C#C[N+](=O)[O-].Br" gap_ev=9.95 e_homo_ev=-10.65
H 0.59 0.14 -2.91 0.049
C -0.18 0.33 -0.79 -0.102
N -1.14 0.45 0.26 -0.420
O -1.97 1.23 -0.07 0.119
O -1.07 -0.16 1.31 0.029
Br 1.96 -0.74 1.44 0.351
C 0.22 0.20 -1.92 0.178
H 1.59 -1.45 2.69 -0.204

=====

Please write out number 4 again, unchanged.
7
Properties=species:S:1:pos:R:3:lowdin_charge:R:1 method="wB97M-V/def2-TZVPD" relative_energy_ev=2.435 gap_ev="8.61 / 8.61" e_homo_ev="-11.01 / -11.01"
H 1.24 -0.75 0.14 0.031
Cl 1.82 1.32 -0.93 0.125
O -0.75 -2.09 -1.79 0.126
Br -1.74 -1.91 0.78 0.727
H -0.06 0.19 0.37 -0.030
C -0.62 -1.55 -0.80 -0.813
C 0.34 -0.41 -0.34 -0.166